Entry 1:
ORCA calculation (the ωB97M-V functional and the def2-TZVPD basis) on a 3-piece molecular cluster, C24H38Br2Cl2O10S2 overall in a non-equilibrium geometry.

Values from the calculation:
net charge	0
SMILES string	Cc1ccc(C[C@@](OC(=O)CC(=O)O)([C@@H](Cl)[C@@H](C)Cl)[C@@H](Br)[C@@H](C)Br)cc1.CCOS(C)(=O)=O.CCOS(C)(=O)=O
orbital gap	9.2	eV
LUMO	0.273	eV
2S+1	1
E_tot	-232779.1798	eV
HOMO energy	-9.0	eV

CARTESIAN COORDINATES (ANGSTROEM)
C  1.19  -0.71  2.91
C  1.00  -0.16  1.52
C  1.35  1.16  1.21
C  1.14  1.68  -0.05
C  0.55  0.92  -1.07
C  0.38  1.60  -2.41
C  -0.57  1.07  -3.46
O  -0.16  -0.12  -4.15
C  0.87  -0.89  -3.71
O  1.96  -0.52  -3.43
C  0.53  -2.36  -3.74
C  0.39  -2.79  -5.19
O  1.07  -2.32  -6.03
O  -0.51  -3.75  -5.47
C  -2.09  0.86  -2.98
Cl  -2.55  -0.90  -3.16
C  -2.44  1.24  -1.53
C  -2.35  2.71  -1.12
Cl  -4.21  0.81  -1.27
C  -0.68  2.09  -4.66
Br  -1.65  3.73  -4.22
C  0.56  2.57  -5.43
C  1.43  3.67  -4.77
Br  1.71  1.19  -6.18
C  0.22  -0.39  -0.76
C  0.43  -0.93  0.51
H  0.43  -0.25  3.54
H  2.15  -0.45  3.34
H  1.00  -1.77  2.94
H  1.79  1.76  2.00
H  1.42  2.71  -0.25
H  0.12  2.64  -2.21
H  1.37  1.66  -2.86
H  1.36  -2.91  -3.32
H  -0.35  -2.58  -3.15
H  -1.28  -3.63  -4.90
H  -2.78  1.34  -3.65
H  -1.94  0.66  -0.77
H  -1.46  3.22  -1.46
H  -3.23  3.25  -1.43
H  -2.33  2.75  -0.04
H  -1.32  1.59  -5.37
H  0.15  3.05  -6.31
H  2.47  3.39  -4.85
H  1.15  3.87  -3.75
H  1.33  4.60  -5.32
H  -0.26  -1.02  -1.50
H  0.12  -1.95  0.68
O  -3.25  2.36  1.91
S  -4.21  2.98  2.77
O  -4.07  4.35  3.17
O  -4.41  2.07  4.05
C  -3.24  1.73  4.83
C  -2.73  2.90  5.67
C  -5.81  2.76  2.08
H  -2.46  1.35  4.17
H  -3.55  0.92  5.48
H  -2.36  3.70  5.04
H  -1.92  2.56  6.31
H  -3.53  3.30  6.28
H  -5.93  1.72  1.79
H  -5.87  3.41  1.21
H  -6.55  3.06  2.82
O  3.84  -2.65  3.18
S  3.46  -3.97  2.77
O  2.30  -4.60  3.33
O  4.71  -4.93  2.92
C  5.36  -5.01  4.21
C  4.56  -5.80  5.22
C  3.33  -4.02  1.02
H  5.58  -4.00  4.56
H  6.31  -5.50  4.01
H  3.63  -5.30  5.47
H  5.14  -5.91  6.14
H  4.31  -6.78  4.83
H  4.22  -3.56  0.59
H  2.45  -3.45  0.74
H  3.23  -5.06  0.71

Here are the Löwdin charges for atoms 1 to 4, given in e: number 1, C, carries -0.046; number 2, C, carries -0.264; number 3, C, carries -0.027; number 4, C, carries -0.016


Entry 2:
ORCA calculation (the ωB97M-V functional and the def2-TZVPD basis) on C24H38BrNiO5S5Si as an isolated structure in a non-equilibrium geometry.

Values from the calculation:
net charge	-1
relative energy (zero: lowest compared OMol25 entry of this formula, charge and spin)	17.92	kcal/mol
orbital gap (spin up / spin down)	7.0 / 7.0	eV
LUMO (spin up / spin down)	2.045 / 2.034	eV
2S+1	3
E_tot	-208887.4273	eV
HOMO energy (spin up / spin down)	-4.9 / -5.0	eV

CARTESIAN COORDINATES (ANGSTROEM)
Ni  -0.29  0.43  -0.16
O  3.58  -0.17  -1.37
C  2.36  0.01  -1.38
O  1.57  -0.24  -0.41
C  1.71  0.46  -2.70
C  0.52  -0.45  -3.03
C  0.13  -0.27  -4.51
C  -0.63  1.08  -4.46
C  -0.44  1.47  -2.99
O  -0.57  0.19  -2.33
C  1.02  1.86  -2.72
C  1.08  2.74  -1.44
O  1.59  3.85  -1.55
O  0.51  2.27  -0.40
H  2.49  0.40  -3.46
H  0.63  -1.48  -2.69
H  -0.49  -1.09  -4.87
H  1.03  -0.21  -5.12
H  -1.70  0.93  -4.67
H  -0.24  1.83  -5.14
H  -1.18  2.17  -2.60
H  1.42  2.49  -3.52
C  -5.03  1.57  -1.89
C  -5.45  2.44  -0.70
C  -6.19  1.51  0.28
C  -6.44  3.51  -1.20
Si  -3.93  3.28  0.16
Br  -2.42  1.46  0.29
C  -4.22  3.74  2.01
C  -3.04  4.57  2.53
C  -4.31  2.50  2.90
C  -5.51  4.56  2.15
C  -3.09  4.66  -0.88
C  -3.84  6.00  -0.73
C  -3.09  4.30  -2.38
C  -1.62  4.86  -0.45
H  -5.92  1.14  -2.36
H  -4.40  0.74  -1.56
H  -4.48  2.13  -2.65
H  -6.98  0.98  -0.26
H  -6.66  2.06  1.09
H  -5.51  0.77  0.69
H  -7.32  3.02  -1.62
H  -6.00  4.13  -1.98
H  -6.77  4.16  -0.39
H  -2.09  4.06  2.36
H  -3.15  4.72  3.61
H  -2.99  5.56  2.07
H  -3.39  1.92  2.88
H  -5.13  1.83  2.61
H  -4.49  2.81  3.94
H  -5.52  5.43  1.49
H  -5.60  4.91  3.18
H  -6.39  3.95  1.93
H  -4.89  5.91  -1.03
H  -3.36  6.75  -1.37
H  -3.80  6.37  0.30
H  -4.10  4.29  -2.80
H  -2.64  3.32  -2.55
H  -2.50  5.04  -2.93
H  -1.55  5.37  0.50
H  -1.10  5.46  -1.19
H  -1.07  3.92  -0.37
C  2.98  -2.78  1.26
S  1.52  -3.44  0.38
C  0.40  -3.53  1.72
C  -0.51  -2.60  2.11
S  -0.97  -1.07  1.49
S  -1.49  -3.08  3.50
C  -0.84  -4.66  3.76
S  -1.38  -5.69  4.92
S  0.43  -5.03  2.65
H  3.85  -3.07  0.68
H  3.01  -3.22  2.25
H  2.91  -1.70  1.29

Here are the Löwdin charges for atoms 1 to 4, given in e: number 1, Ni, carries 0.270; number 2, O, carries 0.029; number 3, C, carries -0.605; number 4, O, carries -0.133


Entry 3:
ORCA calculation (the ωB97M-V functional and the def2-TZVPD basis) on C24H38MoN3O2PSi as an isolated structure in a non-equilibrium geometry.

Values from the calculation:
net charge	0
orbital gap (spin up / spin down)	5.7 / 6.7	eV
LUMO (spin up / spin down)	0.316 / 0.317	eV
2S+1	3
E_tot	-53086.6895	eV
HOMO energy (spin up / spin down)	-5.4 / -6.4	eV

CARTESIAN COORDINATES (ANGSTROEM)
Mo  -0.05  1.40  -0.90
Si  -1.80  0.89  -2.39
P  0.15  3.66  -1.43
N  -0.79  1.86  0.66
H  -1.22  0.16  -0.87
C  1.31  4.86  -0.75
H  0.98  5.86  -1.08
H  2.31  4.61  -1.09
H  1.27  4.84  0.35
C  0.49  3.89  -3.19
H  0.53  4.98  -3.38
H  -0.28  3.43  -3.81
H  1.45  3.44  -3.45
C  -1.42  4.53  -1.20
H  -1.32  5.54  -1.63
H  -1.64  4.62  -0.14
H  -2.26  4.00  -1.64
C  -1.21  0.08  -3.96
H  -0.70  -0.88  -3.75
H  -0.59  0.74  -4.57
H  -2.20  -0.09  -4.42
H  -2.88  -0.02  -1.87
H  -2.34  2.26  -2.64
C  -1.73  1.86  1.62
C  -2.27  2.33  3.96
C  -1.36  1.96  2.98
C  -3.13  1.78  1.32
C  -4.09  2.14  2.26
C  -3.64  2.43  3.58
H  -1.93  2.51  4.99
H  -0.30  1.80  3.21
H  -3.45  1.45  0.31
H  -5.16  2.18  2.01
H  -4.38  2.69  4.36
C  3.46  1.19  -1.69
O  3.61  2.40  -1.43
C  3.65  0.04  -0.71
H  4.27  -0.70  -1.19
H  2.69  -0.38  -0.29
H  4.30  0.45  0.08
C  2.89  0.68  -3.01
H  3.19  1.43  -3.75
H  1.79  0.60  -2.96
H  3.27  -0.32  -3.24
C  0.53  -5.61  0.98
N  0.58  -4.35  0.31
N  0.23  -3.20  0.88
C  0.43  -2.17  -0.03
O  0.42  -0.99  0.35
C  0.72  -2.80  -1.29
C  0.83  -4.14  -1.01
C  1.23  -5.22  -1.93
C  0.06  -2.98  2.27
C  1.00  -3.42  3.19
C  0.87  -3.05  4.52
C  -0.19  -2.23  4.95
C  -1.12  -1.80  3.99
C  -1.01  -2.18  2.67
H  1.26  -5.68  1.79
H  0.78  -6.38  0.26
H  -0.47  -5.84  1.39
H  0.90  -2.27  -2.22
H  2.17  -5.72  -1.64
H  0.45  -5.99  -2.06
H  1.37  -4.78  -2.93
H  1.84  -4.03  2.84
H  1.61  -3.39  5.24
H  -0.28  -1.94  6.00
H  -1.94  -1.16  4.31
H  -1.74  -1.85  1.92

Here are the natural (NBO) charges for atoms 1 to 4, given in e: number 1, Mo, carries 0.387; number 2, Si, carries 0.705; number 3, P, carries 1.026; number 4, N, carries -0.608